Entry 1:
A cluster of 2 separate species, C11H18BrN4O3 in total. Source: the Open Molecules 2025 dataset; level of theory: ωB97M-V/def2-TZVPD.

Geometry as XYZ:
```
37
C11H18BrN4O3 ωB97M-V/def2-TZVPD
C -0.65 -2.62 3.42
C -0.68 -2.60 1.99
N -0.59 -2.01 0.57
N 0.47 -2.38 -0.26
C 0.23 -1.55 -1.50
C 1.32 -1.72 -2.71
O 2.67 -1.80 -2.06
C 3.08 -0.48 -1.56
C 2.92 0.04 0.01
O 3.66 0.42 -2.39
N -1.02 -0.71 -1.36
C -1.56 0.27 -2.38
C -0.98 1.77 -1.93
C -1.80 2.38 -0.66
Br -1.45 4.36 -0.54
C -1.58 -0.99 0.03
N -2.78 -0.42 0.75
H -0.57 -2.57 4.61
H 1.22 -2.73 -3.32
H 1.34 -0.78 -3.44
H 3.37 1.12 0.18
H 1.77 0.13 0.23
H 3.42 -0.67 0.80
H -2.75 0.26 -2.46
H -1.13 0.01 -3.45
H -0.93 2.45 -2.88
H 0.14 1.56 -1.55
H -2.95 2.13 -0.71
H -1.37 1.84 0.31
H -3.69 -0.64 0.25
H -2.80 -0.78 1.75
C 0.54 1.39 3.61
O 1.30 0.69 2.65
H 1.07 2.31 3.89
H -0.43 1.66 3.19
H 0.40 0.77 4.50
H 0.80 -0.12 2.43
```

charge = +1
Kohn-Sham gap = 8.267 eV
LUMO energy = -4.7 eV

Entry 2:
A cluster of 2 separate species, C7H7N in total. Source: the Open Molecules 2025 dataset; level of theory: ωB97M-V/def2-TZVPD.

Geometry as XYZ:
```
15
C7H7N ωB97M-V/def2-TZVPD
C -1.44 0.03 1.93
C -1.49 -1.26 1.30
C -0.83 -1.39 0.13
C -0.05 -0.35 -0.29
C 0.05 0.79 0.41
C 2.67 0.30 -2.30
C 1.77 0.97 -2.61
H -2.03 0.18 2.87
H -2.06 -2.06 1.76
H -0.79 -2.29 -0.47
H 0.58 -0.49 -1.21
H 0.82 1.55 0.11
H 3.37 -0.36 -1.79
H 1.01 1.76 -2.98
N -0.70 1.03 1.47
```

SMILES = c1ccncc1.C#C
charge = 0
Kohn-Sham gap = 10.513 eV
LUMO energy = 1.0 eV

Entry 3:
An isolated molecule of C2H6N2. Source: the Open Molecules 2025 dataset; level of theory: ωB97M-V/def2-TZVPD.

Geometry as XYZ:
```
10
C2H6N2 ωB97M-V/def2-TZVPD
C 1.83 -0.12 -0.04
C -1.79 0.10 0.00
N 0.45 0.45 0.04
N -0.43 -0.44 -0.04
H 2.25 0.42 -0.83
H 1.66 -1.19 -0.07
H 2.22 0.29 0.93
H -2.31 -0.61 -0.78
H -1.76 1.17 -0.14
H -2.11 -0.07 0.93
```

SMILES = C/N=N/C
charge = 0
Kohn-Sham gap = 10.411 eV
LUMO energy = 1.4 eV

Entry 4:
A structure of composition C27H30NO6RhS2. Source: the Open Molecules 2025 dataset; level of theory: ωB97M-V/def2-TZVPD.

Geometry as XYZ:
```
67
C27H30NO6RhS2 ωB97M-V/def2-TZVPD
Rh -0.12 0.42 0.12
O 1.45 -2.31 -2.36
C 0.75 -1.34 -2.16
O 1.06 -0.28 -1.48
C -0.64 -1.29 -2.81
C -1.13 0.15 -2.90
C -2.37 0.22 -3.78
C -3.44 -0.42 -2.85
C -2.61 -0.74 -1.60
O -1.68 0.38 -1.58
C -1.70 -1.94 -1.88
C -1.07 -2.52 -0.60
O -0.91 -3.73 -0.53
O -0.80 -1.64 0.30
H -0.55 -1.79 -3.77
H -0.35 0.88 -3.10
H -2.61 1.25 -4.01
H -2.23 -0.32 -4.71
H -4.23 0.29 -2.60
H -3.89 -1.32 -3.27
H -3.17 -0.78 -0.67
H -2.22 -2.78 -2.34
C -3.81 -3.56 1.68
C -4.97 -2.64 2.09
C -5.50 -3.10 3.46
C -6.08 -2.78 1.04
C -4.54 -1.18 2.15
C -5.47 -0.20 2.55
C -5.15 1.14 2.60
C -3.88 1.53 2.18
S -3.20 3.13 2.03
C -1.73 2.44 1.44
N -1.74 1.14 1.37
C -2.95 0.58 1.77
C -3.27 -0.78 1.78
C -0.57 3.17 0.96
C -0.29 4.49 1.28
C 0.83 5.09 0.73
C 1.67 4.36 -0.10
C 1.39 3.03 -0.39
C 0.25 2.43 0.12
H -4.14 -4.60 1.70
H -2.96 -3.46 2.36
H -3.46 -3.34 0.67
H -5.92 -4.10 3.38
H -6.28 -2.43 3.83
H -4.69 -3.12 4.19
H -6.42 -3.82 0.99
H -5.70 -2.51 0.05
H -6.94 -2.15 1.26
H -6.47 -0.49 2.82
H -5.87 1.88 2.93
H -2.49 -1.48 1.49
H -0.93 5.04 1.96
H 1.05 6.13 0.95
H 2.55 4.83 -0.54
H 2.06 2.46 -1.03
C 3.19 -1.33 2.80
S 1.80 -1.64 1.72
C 2.68 -2.52 0.45
O 1.55 -0.23 1.18
H 3.50 -2.27 3.26
H 2.85 -0.64 3.57
H 4.00 -0.88 2.23
H 2.95 -3.49 0.87
H 3.55 -1.95 0.14
H 2.01 -2.66 -0.40
```

charge = 0
Kohn-Sham gap (alpha / beta) = 7.980 / 7.980 eV
LUMO energy (alpha / beta) = -0.6 / -0.6 eV

Entry 5:
A cluster of 2 separate species, CH3FIN in total. Source: the Open Molecules 2025 dataset; level of theory: ωB97M-V/def2-TZVPD.

Geometry as XYZ:
```
7
CH3FIN ωB97M-V/def2-TZVPD
C 0.80 -1.16 -0.03
N -0.39 -0.96 0.11
F -1.05 1.86 0.58
I 2.14 0.43 -0.52
H 1.42 -1.98 0.02
H -0.80 -0.11 0.42
H -1.49 2.64 0.32
```

SMILES = [H]/N=C\I.F
charge = 0
Kohn-Sham gap = 9.685 eV
LUMO energy = 0.5 eV

Entry 6:
A structure of composition C49H58BClF3LuN3OS2SbTe. Source: the Open Molecules 2025 dataset; level of theory: ωB97M-V/def2-TZVPD.

Geometry as XYZ:
```
121
C49H58BClF3LuN3OS2SbTe ωB97M-V/def2-TZVPD
Lu -0.97 -0.26 -1.37
O -1.48 -1.49 0.57
H -1.80 -2.41 0.56
H -0.54 -1.49 0.83
N -2.22 1.23 -2.97
H -1.84 2.17 -3.08
H -3.21 1.28 -2.72
H -2.28 0.74 -3.88
S 1.33 -1.12 -0.48
Cl -4.21 -2.29 -0.73
C -2.98 -1.76 -1.86
H -3.58 -1.41 -2.68
H -2.49 -2.70 -2.22
Te 0.59 -1.08 -4.14
C -0.72 -0.10 -5.47
C -2.01 -0.29 -5.92
C -2.60 0.80 -6.64
C -1.78 1.88 -6.71
S -0.28 1.52 -5.90
H -2.51 -1.27 -5.81
H -3.60 0.80 -7.00
H -2.01 2.88 -7.08
F 5.99 -6.53 5.42
C 5.33 -5.89 4.42
C 4.82 -6.58 3.33
C 4.14 -5.86 2.37
C 3.87 -4.48 2.48
C 4.36 -3.84 3.66
C 5.08 -4.55 4.62
Sb 2.68 -2.95 1.30
C 3.51 -3.56 -0.61
C 3.49 -4.90 -1.02
C 4.06 -5.26 -2.23
C 4.57 -4.30 -3.06
F 4.99 -4.71 -4.30
C 4.68 -3.00 -2.68
C 4.13 -2.67 -1.45
C 1.06 -4.36 1.11
C 0.38 -4.52 -0.13
C -0.61 -5.49 -0.30
C -0.83 -6.39 0.74
F -1.80 -7.35 0.58
C -0.12 -6.32 1.90
C 0.79 -5.26 2.13
H 4.98 -7.62 3.27
H 3.75 -6.42 1.56
H 4.20 -2.76 3.85
H 5.54 -4.02 5.45
H 3.03 -5.57 -0.35
H 4.04 -6.30 -2.54
H 5.10 -2.25 -3.34
H 4.25 -1.64 -1.12
H 0.64 -3.82 -0.94
H -1.14 -5.56 -1.27
H -0.24 -7.04 2.68
H 1.37 -5.29 3.06
C 1.89 3.49 -3.19
C 0.90 3.52 -2.05
C 1.49 4.34 -0.89
C -0.51 4.06 -2.28
C -0.74 4.74 -3.49
C -1.95 5.38 -3.71
C -2.93 5.28 -2.77
C -2.80 4.49 -1.66
C -4.05 4.28 -0.77
C -4.22 2.91 -0.05
C -4.32 5.41 0.24
C -1.56 3.92 -1.37
N -1.39 3.29 -0.12
B -1.17 1.85 0.19
N -1.07 1.95 1.61
C -1.20 3.24 2.07
C -1.42 4.05 1.02
C -0.52 0.95 2.53
C -1.35 0.12 3.29
C -0.76 -0.82 4.12
C 0.59 -0.96 4.18
C 1.42 -0.09 3.55
C 0.87 0.90 2.72
C 1.82 1.77 1.93
C 3.18 1.15 1.68
C 2.01 3.13 2.62
C -2.86 0.24 3.33
C -3.31 1.60 3.86
C -3.62 -0.20 2.06
H 2.78 3.05 -2.82
H 2.08 4.54 -3.57
H 1.56 2.95 -4.08
H 0.82 2.43 -1.75
H 1.66 5.35 -1.21
H 2.50 3.95 -0.55
H 0.83 4.44 -0.01
H 0.06 4.63 -4.25
H -2.05 5.97 -4.63
H -3.87 5.80 -2.97
H -4.86 4.29 -1.50
H -3.64 2.88 0.90
H -3.84 2.05 -0.66
H -5.27 2.78 0.23
H -3.37 5.54 0.80
H -5.21 5.18 0.87
H -4.45 6.37 -0.26
H -1.10 3.52 3.09
H -1.41 5.12 0.94
H -1.42 -1.50 4.64
H 1.04 -1.74 4.81
H 2.49 -0.11 3.68
H 1.39 1.92 0.95
H 3.82 1.12 2.60
H 3.76 1.81 0.97
H 3.03 0.16 1.28
H 2.50 2.98 3.58
H 1.08 3.65 2.82
H 2.67 3.77 2.06
H -3.16 -0.44 4.10
H -3.20 2.47 3.17
H -2.85 1.85 4.85
H -4.37 1.52 4.07
H -3.35 0.47 1.26
H -4.70 -0.15 2.28
H -3.28 -1.17 1.76
```

charge = -2
Kohn-Sham gap = 5.580 eV
LUMO energy = 3.9 eV

Entry 7:
A structure of composition C11H13N4O5PdS2. Source: the Open Molecules 2025 dataset; level of theory: ωB97M-V/def2-TZVPD.

Geometry as XYZ:
```
36
C11H13N4O5PdS2 ωB97M-V/def2-TZVPD
Pd -0.19 2.08 0.76
O 1.82 2.16 1.38
C 2.61 1.49 0.67
C 2.60 0.08 0.43
C 3.79 -0.56 0.09
C 3.86 -1.94 -0.05
C 2.69 -2.72 0.09
C 1.50 -2.12 0.36
C 1.39 -0.70 0.55
O 0.25 -0.19 0.76
N 5.09 -2.57 -0.27
O 5.14 -3.80 -0.28
O 6.09 -1.87 -0.44
H 3.47 2.02 0.22
H 4.70 0.02 0.00
H 2.78 -3.79 -0.06
H 0.60 -2.70 0.46
S -0.83 4.24 1.05
C -5.78 -0.26 0.66
C -4.40 -0.84 1.00
C -3.31 -0.17 0.25
N -2.89 1.01 0.48
N -1.89 1.42 -0.31
C -1.51 0.52 -1.18
N -0.57 0.74 -2.12
S -2.45 -0.96 -1.08
H -6.54 -0.76 1.25
H -6.00 -0.41 -0.40
H -5.80 0.80 0.88
H -4.38 -1.91 0.80
H -4.21 -0.68 2.07
H -0.01 1.59 -1.94
H -0.06 -0.05 -2.47
O 0.73 3.37 -1.50
H 0.10 3.90 -0.95
H 1.60 3.56 -1.14
```

charge = -1
Kohn-Sham gap (alpha / beta) = 5.364 / 5.358 eV
LUMO energy (alpha / beta) = 2.0 / 2.0 eV

Entry 8:
A structure of composition C18H42ClN2O5PSSb. Source: the Open Molecules 2025 dataset; level of theory: ωB97M-V/def2-TZVPD.

Geometry as XYZ:
```
71
C18H42ClN2O5PSSb ωB97M-V/def2-TZVPD
C 1.56 -3.68 2.61
C 0.32 -2.87 2.43
Sb 0.20 -0.68 2.09
C -1.89 -1.03 1.33
C -0.43 -0.43 4.17
C -1.57 0.70 4.48
C -3.12 0.21 4.26
C -3.90 1.45 3.49
N -5.17 1.04 2.77
C -0.06 1.44 1.55
C 0.78 2.51 2.46
C -0.17 3.89 2.54
C 0.70 5.27 2.75
S 0.01 6.51 1.49
O -1.57 6.53 1.63
O 0.28 6.07 0.01
Cl 0.79 8.45 1.73
C 0.99 -1.03 0.04
O 0.41 -2.20 -0.65
C -0.14 -1.81 -1.97
C -0.21 -3.11 -3.01
O 0.75 -2.84 -4.11
C 0.29 -3.47 -5.36
C 1.50 -3.25 -6.49
O 1.42 -1.85 -6.90
C 1.59 -1.67 -8.35
C 2.92 -0.73 -8.73
P 2.61 -0.33 2.80
N 3.41 0.71 1.83
H 2.21 -4.10 1.71
H 1.88 -3.94 3.72
H -0.71 -3.47 2.45
H -2.37 -1.88 2.01
H -2.52 -0.04 1.48
H -1.90 -1.33 0.19
H -0.83 -1.48 4.56
H 0.54 -0.22 4.83
H -1.44 1.72 3.94
H -1.48 0.94 5.65
H -3.25 -0.83 3.75
H -3.64 0.12 5.33
H -4.19 2.23 4.35
H -3.23 2.05 2.73
H -4.86 0.34 2.05
H -5.44 1.89 2.20
H 0.14 1.72 0.42
H -1.21 1.70 1.73
H 0.90 2.16 3.60
H 1.83 2.82 2.00
H -1.08 3.77 3.28
H -0.65 3.97 1.45
H 0.39 5.71 3.81
H 1.86 5.13 2.68
H 2.16 -1.25 0.13
H 0.93 -0.03 -0.61
H 0.54 -1.00 -2.53
H -1.25 -1.41 -1.89
H -1.32 -3.26 -3.40
H 0.13 -4.08 -2.45
H 0.12 -4.64 -5.21
H -0.67 -2.97 -5.83
H 2.52 -3.45 -5.91
H 1.28 -4.04 -7.33
H 0.65 -1.04 -8.72
H 1.73 -2.66 -8.96
H 3.28 -1.11 -9.80
H 3.79 -0.98 -7.98
H 2.63 0.41 -8.71
H 2.62 0.08 4.21
H 3.38 -1.57 2.77
H 4.23 0.22 1.40
```

charge = -1
Kohn-Sham gap = 4.509 eV
LUMO energy = 1.0 eV

Entry 9:
A cluster of 2 separate species, C18H34NO6 in total. Source: the Open Molecules 2025 dataset; level of theory: ωB97M-V/def2-TZVPD.

Geometry as XYZ:
```
59
C18H34NO6 ωB97M-V/def2-TZVPD
C -2.88 -6.33 0.98
C -1.43 -5.83 0.40
C -1.45 -4.23 0.45
C -0.59 -3.51 -0.70
O -1.19 -3.23 -1.97
C -1.82 -4.39 -2.55
C -2.41 -4.12 -4.01
C -3.28 -2.78 -4.13
O -1.25 -4.02 -4.91
C 1.00 -3.83 -0.69
O 1.50 -3.03 0.44
C 0.68 -1.89 0.64
O 0.85 -0.87 1.33
O -0.47 -2.14 -0.15
H -3.50 -5.43 1.36
H -2.72 -6.99 1.91
H -3.52 -6.83 0.18
H -1.22 -6.27 -0.64
H -0.66 -6.28 1.13
H -0.95 -3.93 1.45
H -2.49 -3.77 0.44
H -1.06 -5.26 -2.61
H -2.70 -4.78 -1.91
H -3.04 -5.02 -4.35
H -3.00 -1.98 -3.36
H -4.40 -3.03 -4.14
H -3.07 -2.32 -5.17
H -1.37 -4.76 -5.55
H 1.32 -4.89 -0.42
H 1.48 -3.48 -1.68
C 0.13 5.46 2.50
C 1.46 5.57 1.71
C 1.18 5.68 0.19
C 0.77 4.36 -0.46
C 1.77 3.26 -0.13
C 2.01 3.11 1.39
N 2.33 4.41 2.05
O 3.61 4.73 1.73
C 0.76 2.47 2.04
C 3.11 2.05 1.61
C 2.06 6.93 2.17
H 0.26 4.91 3.43
H -0.26 6.45 2.78
H -0.67 4.99 1.92
H 2.07 6.05 -0.32
H 0.39 6.42 0.01
H -0.24 4.08 -0.14
H 0.72 4.50 -1.54
H 1.42 2.32 -0.55
H 2.72 3.48 -0.63
H 0.87 2.42 3.13
H 0.61 1.44 1.68
H -0.17 2.99 1.82
H 4.05 2.30 1.10
H 2.80 1.07 1.22
H 3.33 1.91 2.68
H 2.29 6.91 3.24
H 1.35 7.74 2.00
H 2.96 7.20 1.62
```

charge = 0
Kohn-Sham gap (alpha / beta) = 8.919 / 9.493 eV
LUMO energy (alpha / beta) = 0.4 / 0.3 eV
2S+1 = 2

Entry 10:
A cluster of 2 separate species, C5H12N4OS2 in total. Source: the Open Molecules 2025 dataset; level of theory: ωB97M-V/def2-TZVPD.

Geometry as XYZ:
```
24
C5H12N4OS2 ωB97M-V/def2-TZVPD
C 2.94 -1.12 0.15
C 1.84 -1.89 -0.50
C -1.95 1.62 0.61
C -3.19 1.52 -0.26
C -3.87 -0.73 -0.18
H 3.94 1.23 1.23
H 4.92 0.31 0.35
H 2.71 0.49 -1.09
H 3.55 -2.62 1.14
H 2.07 -2.95 -0.67
H -1.14 -0.24 -1.06
H -1.31 2.43 0.26
H -2.22 1.81 1.65
H -1.37 0.69 0.57
H -3.78 2.45 -0.22
H -2.95 1.31 -1.30
H -3.09 -0.81 -0.93
N 4.14 0.95 0.27
N 3.04 0.21 -0.17
N 3.77 -1.64 0.98
N 0.66 -1.54 -0.83
O -4.08 0.51 0.24
S 0.08 0.04 -0.58
S -4.70 -2.01 0.35
```

SMILES = [H]/N=C(\C=N/S)NN.CCOC=S
charge = 0
Kohn-Sham gap = 9.098 eV
LUMO energy = 0.2 eV

Entry 11:
A structure of composition C18H16N4NiO3S2Si. Source: the Open Molecules 2025 dataset; level of theory: ωB97M-V/def2-TZVPD.

Geometry as XYZ:
```
45
C18H16N4NiO3S2Si ωB97M-V/def2-TZVPD
Ni 0.13 0.05 -0.36
C -5.04 -3.63 -2.03
Si -4.39 -3.64 -0.27
C -3.27 -5.13 -0.03
C -5.86 -3.87 0.89
C -3.60 -1.99 0.14
C -4.24 -1.12 1.02
C -3.68 0.10 1.35
C -2.47 0.45 0.77
N -1.86 -0.34 -0.12
C -2.40 -1.52 -0.42
S 0.52 -1.80 -1.51
H -5.55 -4.57 -2.27
H -4.21 -3.50 -2.73
H -5.74 -2.81 -2.17
H -3.88 -6.03 0.12
H -2.63 -5.00 0.85
H -2.63 -5.29 -0.90
H -6.27 -4.87 0.76
H -6.66 -3.15 0.70
H -5.56 -3.77 1.94
H -5.17 -1.42 1.49
H -4.15 0.77 2.05
H -1.95 1.37 1.02
O 4.58 -2.03 -0.71
C 3.36 -2.06 -0.91
O 2.65 -1.26 -1.59
C 2.53 -3.20 -0.33
C 3.12 -4.24 0.37
C 2.36 -5.29 0.84
C 0.99 -5.30 0.59
C 0.39 -4.27 -0.10
C 1.16 -3.20 -0.56
S -1.57 -2.45 -1.67
H 4.19 -4.17 0.52
H 2.82 -6.10 1.39
H 0.38 -6.12 0.95
H -0.67 -4.29 -0.28
O 0.24 1.51 1.94
N 0.40 1.56 0.66
C 0.56 2.85 0.12
C 0.64 4.00 0.94
N 0.70 4.97 1.59
C 0.53 3.05 -1.27
N 0.50 3.24 -2.41
```

charge = -2
Kohn-Sham gap (alpha / beta) = 4.100 / 4.110 eV
LUMO energy (alpha / beta) = 4.1 / 4.1 eV